#P
Molecular formula: C3H4ClN3
Method: DFT, wB97M-V/def2-TZVPD

Computed properties:
Charge: 0
LUMO energy (spin up / spin down): -0.039 / -0.039 hartree

Positions of all 11 atoms, in Å:
C: 0.41032 0.09478 -0.02263
C: 1.01817 -0.71792 0.77480
C: -0.97380 0.02867 -0.58782
N: -1.09097 -1.25940 -1.16204
N: -0.88220 -2.27872 -0.46323
N: -0.66173 -2.28958 0.80819
Cl: -0.15788 -3.87524 1.33647
H: 1.04382 0.98928 -0.26227
H: 1.76112 -1.44586 1.05873
H: -1.87907 0.10209 0.11351
H: -1.18599 0.76706 -1.37950

Charges per atom according to natural (NBO) partitioning, unit e:
1 C -0.27
2 C 0.09
3 C -0.33
4 N -0.23
5 N -0.04
6 N -0.32
7 Cl 0.09
8 H 0.27
9 H 0.26
10 H 0.25
11 H 0.23

***

#Q
Molecular formula: C3H4ClN3
Method: DFT, wB97M-V/def2-TZVPD

Computed properties:
SMILES: Nc1[nH]ncc1Cl
Charge: 0
LUMO energy: 0.029 hartree

Positions of all 11 atoms, in Å:
N: -0.02145 1.85247 -0.07481
C: 0.08123 0.45309 -0.06154
N: 1.26066 -0.16827 -0.05901
N: 1.16962 -1.48856 -0.04368
C: -0.13162 -1.72734 0.00413
C: -0.87759 -0.54757 -0.02495
Cl: -2.57671 -0.36925 -0.03415
H: 0.31720 2.34286 0.74697
H: -0.92551 2.18263 -0.37424
H: 2.18355 0.23261 -0.10836
H: -0.47938 -2.76267 0.02965

Charges per atom according to natural (NBO) partitioning, unit e:
1 N -0.84
2 C 0.28
3 N -0.33
4 N -0.27
5 C -0.06
6 C -0.22
7 Cl 0.02
8 H 0.39
9 H 0.39
10 H 0.41
11 H 0.22

***

We find #Q to be the most stable, with the next structure 629.5 kJ/mol higher.

***

#P
Molecular formula: C3H8N4S
Method: DFT, wB97M-V/def2-TZVPD

Computed properties:
SMILES: [H]/N=C(\C)N(S)/C=N/N
Charge: 0
LUMO energy: 0.028 hartree

Positions of all 16 atoms, in Å:
H: -2.01210 -2.24501 -0.06884
N: -1.11647 -1.72936 0.00792
C: -1.26677 -0.45431 -0.04944
C: -2.60932 0.28631 0.02669
N: -0.09726 0.30218 -0.04465
S: -0.25222 2.01891 -0.14802
C: 1.19124 -0.21549 -0.11866
N: 2.22087 0.47536 0.08334
N: 3.40013 -0.22495 0.03977
H: -2.73240 0.80907 0.99470
H: -3.42094 -0.45752 -0.02167
H: -2.67536 1.08342 -0.73883
H: 0.39371 2.27043 0.99539
H: 1.26772 -1.23189 -0.51997
H: 4.22677 0.36278 0.11391
H: 3.48243 -1.04990 -0.55164

Charges per atom according to natural (NBO) partitioning, unit e:
1 H 0.35
2 N -0.72
3 C 0.46
4 C -0.69
5 N -0.57
6 S 0.18
7 C 0.19
8 N -0.27
9 N -0.67
10 H 0.24
11 H 0.23
12 H 0.24
13 H 0.12
14 H 0.18
15 H 0.37
16 H 0.35

***

#Q
Molecular formula: C3H8N4S
Method: DFT, wB97M-V/def2-TZVPD

Computed properties:
SMILES: [H]/N=C\N(C)/C(=N\[H])NS
Charge: 0
LUMO energy: 0.014 hartree

Positions of all 16 atoms, in Å:
H: 0.73055 2.31498 -0.97953
N: 1.09812 1.77455 -1.79973
C: 0.84520 0.58940 -1.46948
N: 0.04868 0.13899 -0.41846
C: -0.86993 1.06229 0.24974
C: -0.14611 -1.16783 -0.11584
N: -0.12738 -2.14936 -0.89482
H: -0.37995 -1.71934 -1.76624
N: -0.11883 -1.36776 1.26333
S: 1.14888 -0.68336 2.04465
H: 1.25494 -0.20728 -2.04587
H: -0.41487 2.13989 0.63361
H: -1.70724 1.22129 -0.58457
H: -1.38104 0.65836 1.08879
H: -0.40568 -2.30933 1.46920
H: 0.42465 -0.29550 3.32524

Charges per atom according to natural (NBO) partitioning, unit e:
1 H 0.32
2 N -0.64
3 C 0.28
4 N -0.50
5 C -0.44
6 C 0.56
7 N -0.68
8 H 0.33
9 N -0.80
10 S 0.20
11 H 0.17
12 H 0.22
13 H 0.21
14 H 0.23
15 H 0.40
16 H 0.12

***

We find #P to be the most stable, with the next structure 36.9 kJ/mol higher.

***

#P
Molecular formula: C3H5P
Method: DFT, wB97M-V/def2-TZVPD

Computed properties:
Charge: 0
LUMO energy (spin up / spin down): -0.007 / 0.003 hartree

Positions of all 9 atoms, in Å:
C: -0.00055 -1.11453 -0.13804
C: 0.86526 0.09396 -0.20992
C: -0.17836 1.09303 0.16416
P: -1.53052 -0.10497 -0.01840
H: 0.19663 -2.01999 0.21928
H: 1.77991 -0.07660 0.19535
H: 1.16507 0.46496 -1.19021
H: -1.95676 -0.45743 1.22209
H: -0.34069 2.12156 -0.24432

Charges per atom according to natural (NBO) partitioning, unit e:
1 C -0.37
2 C -0.56
3 C -0.41
4 P 0.50
5 H 0.18
6 H 0.24
7 H 0.25
8 H -0.02
9 H 0.19

***

#Q
Molecular formula: C3H5P
Method: DFT, wB97M-V/def2-TZVPD

Computed properties:
Charge: 0
LUMO energy: -0.083 hartree

Positions of all 9 atoms, in Å:
C: 0.83574 -0.22174 -2.14832
C: 1.04697 -0.39808 -3.35447
C: -0.83261 0.61700 1.37363
P: 1.41612 -0.73727 -0.70174
H: -1.07165 0.54517 2.46886
H: 0.04189 0.20945 1.09736
H: -1.62655 0.27633 0.83213
H: -0.60502 1.68730 1.19185
H: 0.79511 -1.97816 -0.75929

Charges per atom according to natural (NBO) partitioning, unit e:
1 C -0.86
2 C 0.12
3 C -0.82
4 P 0.79
5 H 0.22
6 H 0.18
7 H 0.21
8 H 0.22
9 H -0.06

***

We find #P to be the most stable, with the next structure 77.4 kJ/mol higher.

***

#P
Molecular formula: CH2O4S
Method: DFT, wB97M-V/def2-TZVPD

Computed properties:
Charge: 0
LUMO energy: 0.012 hartree

Positions of all 8 atoms, in Å:
C: 1.53003 1.15420 0.75322
O: 2.20691 1.97870 0.35201
O: -0.25835 0.43750 -1.39753
O: -1.81145 -0.76701 0.29405
O: 0.88922 0.28621 1.14211
S: -1.14668 -0.70049 -1.23738
H: -1.29507 -0.52318 1.03161
H: -0.11462 -1.86595 -0.93810

Charges per atom according to natural (NBO) partitioning, unit e:
1 C 1.05
2 O -0.49
3 O -0.94
4 O -0.91
5 O -0.56
6 S 1.37
7 H 0.50
8 H -0.03

***

#Q
Molecular formula: CH2O4S
Method: DFT, wB97M-V/def2-TZVPD

Computed properties:
Charge: 0
LUMO energy: -0.005 hartree

Positions of all 8 atoms, in Å:
C: -0.48593 0.70545 -0.13310
O: 1.73421 -1.26016 -0.38547
O: 0.49706 0.77558 -1.02907
O: 1.41148 0.48521 1.22790
O: -0.98918 -0.28051 0.28047
S: 1.93957 0.32636 -0.10090
H: -0.97166 1.79703 0.12137
H: 1.19392 -1.60283 0.27527

Charges per atom according to natural (NBO) partitioning, unit e:
1 C 0.65
2 O -0.86
3 O -0.72
4 O -0.91
5 O -0.54
6 S 1.76
7 H 0.11
8 H 0.51

***

We find #P to be the most stable, with the next structure 83.0 kJ/mol higher.

***

#P
Molecular formula: C4H5BrO2
Method: DFT, wB97M-V/def2-TZVPD

Computed properties:
Charge: 0
LUMO energy (spin up / spin down): -0.025 / 0.011 hartree

Positions of all 12 atoms, in Å:
C: -1.81915 2.61114 -0.23414
C: -0.84777 -0.07237 -0.17486
C: 0.41571 -0.34555 -0.03239
C: 1.15631 -1.68488 -0.13205
O: -2.88522 2.77036 0.18594
O: 1.27852 0.68056 0.38384
Br: -2.23238 -1.36148 0.01137
H: -1.00266 3.29868 -0.47303
H: 1.04899 -2.06016 -1.19614
H: 0.70913 -2.54195 0.45863
H: 2.11137 -1.55297 0.33183
H: 2.06715 0.25863 0.87098

Charges per atom according to natural (NBO) partitioning, unit e:
1 C 0.45
2 C -0.15
3 C 0.13
4 C -0.67
5 O -0.44
6 O -0.69
7 Br 0.06
8 H 0.15
9 H 0.25
10 H 0.24
11 H 0.21
12 H 0.48

***

#Q
Molecular formula: C4H5BrO2
Method: DFT, wB97M-V/def2-TZVPD

Computed properties:
SMILES: C/C(O)=C(\Br)C=O
Charge: 0
LUMO energy (spin up / spin down): -0.009 / -0.009 hartree

Positions of all 12 atoms, in Å:
C: -1.13957 1.40405 0.04847
C: -0.51846 0.08512 0.07956
O: -1.27990 -1.04912 0.05789
C: 1.14354 -0.12897 0.17491
Br: 2.23125 1.30434 -0.07893
C: 1.65560 -1.49128 0.00981
O: 2.83966 -1.72206 -0.07528
H: -1.06265 1.96638 0.99722
H: -2.23472 1.12013 -0.26235
H: -0.46289 1.91812 -0.67688
H: -2.16114 -1.03954 -0.30109
H: 0.98929 -2.36717 0.02667

Charges per atom according to natural (NBO) partitioning, unit e:
1 C -0.73
2 C 0.49
3 O -0.68
4 C -0.39
5 Br 0.13
6 C 0.33
7 O -0.56
8 H 0.27
9 H 0.22
10 H 0.27
11 H 0.50
12 H 0.14

***

#R
Molecular formula: C4H5BrO2
Method: DFT, wB97M-V/def2-TZVPD

Computed properties:
Charge: 0
LUMO energy (spin up / spin down): -0.053 / -0.053 hartree

Positions of all 12 atoms, in Å:
C: 0.30974 1.07599 -0.11348
C: 0.23432 -1.56716 0.47771
C: 0.95846 -0.24756 0.31853
C: -1.12985 1.05433 -0.39300
O: 0.97674 2.05869 -0.17016
O: 0.14363 -1.60131 -0.90460
Br: 2.80586 -0.21966 0.05950
H: 0.83503 -2.39336 0.98484
H: -0.70741 -1.39391 0.94405
H: -1.45975 2.08716 -0.27041
H: -1.42580 0.47359 0.47589
H: -1.54098 0.67318 -1.40886

Charges per atom according to natural (NBO) partitioning, unit e:
1 C 0.51
2 C -0.12
3 C 0.05
4 C -0.71
5 O -0.49
6 O -0.54
7 Br 0.20
8 H 0.19
9 H 0.17
10 H 0.24
11 H 0.22
12 H 0.28

***

We find #Q to be the most stable, with the next structure 38.6 kJ/mol higher.

***

#P
Molecular formula: C7H10O
Method: DFT, wB97M-V/def2-TZVPD

Computed properties:
Charge: 0
LUMO energy: 0.028 hartree

Positions of all 18 atoms, in Å:
C: 1.45544 -0.69522 0.41009
C: -1.23837 1.08112 -0.04835
C: 1.23481 -1.95442 1.18928
C: -0.80348 -0.22016 -0.65669
C: -1.57029 -1.04544 -1.34210
O: 1.56065 0.34204 1.24924
C: -0.40955 2.19278 -0.50012
C: 0.30707 3.08200 -0.86561
H: 1.72863 1.15765 0.74881
H: 0.43373 -0.45503 -0.59318
H: -1.15009 1.01245 1.04261
H: -2.28742 1.28894 -0.28558
H: 2.21661 -2.41191 1.34009
H: 0.77463 -1.79384 2.16945
H: 0.63403 -2.65208 0.60580
H: -2.61240 -0.82978 -1.55350
H: -1.19426 -1.98211 -1.73130
H: 0.92028 3.88300 -1.17893

Charges per atom according to natural (NBO) partitioning, unit e:
1 C 0.24
2 C -0.55
3 C -0.75
4 C -0.15
5 C -0.41
6 O -0.67
7 C 0.03
8 C -0.28
9 H 0.51
10 H 0.22
11 H 0.25
12 H 0.24
13 H 0.25
14 H 0.21
15 H 0.23
16 H 0.19
17 H 0.20
18 H 0.24

***

#Q
Molecular formula: C7H10O
Method: DFT, wB97M-V/def2-TZVPD

Computed properties:
SMILES: CC[C@]1(C=O)C=C1C
Charge: 0
LUMO energy: 0.034 hartree

Positions of all 18 atoms, in Å:
C: 2.27145 -0.47921 -0.42187
C: 1.19888 -0.04888 0.55425
C: -0.19599 -0.37720 0.03822
C: -0.76450 -1.67190 0.45086
O: -1.96477 -1.90786 0.39507
C: -0.48182 0.19859 -1.30302
C: -1.17382 0.72103 -0.33800
C: -2.09297 1.63472 0.30426
H: 2.47504 -1.50124 -0.57904
H: 3.29092 -0.08696 -0.06474
H: 2.16081 -0.08402 -1.51049
H: 1.34227 0.94315 0.72039
H: 1.33514 -0.35978 1.67751
H: 0.09600 -2.35060 0.72360
H: -0.41478 0.08826 -2.38661
H: -2.84742 2.07545 -0.32951
H: -1.53674 2.27820 1.05691
H: -2.69771 0.92825 1.01221

Charges per atom according to natural (NBO) partitioning, unit e:
1 C -0.61
2 C -0.42
3 C -0.23
4 C 0.44
5 O -0.53
6 C -0.19
7 C 0.10
8 C -0.67
9 H 0.21
10 H 0.21
11 H 0.21
12 H 0.21
13 H 0.20
14 H 0.11
15 H 0.23
16 H 0.24
17 H 0.24
18 H 0.25

***

#R
Molecular formula: C7H10O
Method: DFT, wB97M-V/def2-TZVPD

Computed properties:
Charge: 0
LUMO energy: -0.012 hartree

Positions of all 18 atoms, in Å:
C: 0.81762 0.21866 -0.12722
C: 0.65808 1.44290 -0.80893
C: -0.26034 1.09437 0.41572
C: -1.46981 0.14877 0.41438
C: -1.22562 -0.41190 -1.00063
C: 0.04286 -1.03022 -0.43787
C: -0.82351 -1.25419 0.89896
H: 2.51159 -1.21558 -0.05814
H: 0.06241 2.01864 -1.76412
H: 1.50198 2.13814 -0.44953
H: -0.44361 1.55173 1.50511
H: -2.38177 0.54562 0.83186
H: -1.61657 -1.41789 -1.20195
H: -1.02664 0.14266 -1.94035
H: 0.58279 -1.95465 -0.68879
H: -0.30234 -1.36483 1.89416
H: -1.64189 -2.10609 0.83870
O: 2.03980 0.05149 0.61332

Charges per atom according to natural (NBO) partitioning, unit e:
1 C 0.17
2 C -0.44
3 C -0.27
4 C -0.21
5 C -0.42
6 C -0.23
7 C -0.38
8 H 0.39
9 H 0.24
10 H 0.25
11 H 0.23
12 H 0.22
13 H 0.21
14 H 0.22
15 H 0.22
16 H 0.22
17 H 0.20
18 O -0.62

***

#S
Molecular formula: C7H10O
Method: DFT, wB97M-V/def2-TZVPD

Computed properties:
Charge: 0
LUMO energy: 0.013 hartree

Positions of all 18 atoms, in Å:
C: 1.79710 1.33001 0.10330
C: 0.96862 0.04133 -0.06628
C: 1.64724 -1.36095 -0.09143
C: -0.34137 0.14287 0.09565
C: -1.31107 -1.08594 0.01644
C: -2.61006 0.64752 -0.11890
C: -1.42644 1.16597 -0.08896
H: 1.99400 1.73246 1.35295
H: 2.75570 1.06999 -0.49420
H: 0.93224 2.04030 -0.32669
H: 1.35735 -1.83137 1.35047
H: 0.95556 -2.24529 -0.87643
H: 3.12722 -1.27790 -0.35312
H: -1.22706 -1.38316 -1.17332
H: -1.37024 -1.92403 0.77969
H: -3.41359 1.25057 -0.16728
H: -1.18276 2.33937 -0.15252
O: -2.65243 -0.65175 0.21063

Charges per atom according to natural (NBO) partitioning, unit e:
1 C -0.65
2 C -0.08
3 C -0.65
4 C -0.07
5 C -0.11
6 C 0.13
7 C -0.32
8 H 0.22
9 H 0.23
10 H 0.23
11 H 0.21
12 H 0.25
13 H 0.25
14 H 0.19
15 H 0.23
16 H 0.20
17 H 0.23
18 O -0.48

***

We find #Q to be the most stable, with the next structure 226.9 kJ/mol higher.